(1)
Density functional theory data (the ωB97M-V functional and the def2-TZVPD basis) for 7 unconnected molecules or ions with the total composition C36H41ClN2O10 in a non-equilibrium geometry.

## Properties
- HOMO (eV) = -7.64
- energy (eV) = -73962.369
- energy relative to the best compared isomer or geometry (same formula, charge and spin) (kJ/mol) = 164.7

```
90
Properties=species:S:1:pos:R:3:forces:R:3
C -10.6047 -40.8988 -12.1273 -0.3 -3.4 -1.0
C -10.1082 -42.4155 -12.4029 -2.1 0.7 8.1
N -8.8695 -42.5558 -11.5055 -1.7 -1.0 -2.6
C -7.6190 -42.4624 -11.9653 3.4 0.7 -2.9
C -6.7521 -43.1411 -11.0727 -6.0 3.3 -2.4
N -7.5727 -43.5144 -10.0712 0.5 -2.5 0.7
C -8.8701 -43.2205 -10.3865 -1.4 -1.7 3.6
C -7.0953 -44.4081 -8.9162 -4.5 2.0 1.0
H -11.0090 -40.7842 -11.1268 0.5 0.4 0.2
H -11.4363 -41.1196 -12.7402 -1.7 1.4 -0.9
H -9.9660 -40.1497 -12.6068 -0.1 -0.2 0.6
H -9.9832 -42.5034 -13.3718 1.8 -0.8 -4.6
H -10.9171 -43.3619 -12.0908 2.3 3.2 -0.6
H -7.3819 -41.9262 -13.0373 -0.6 -1.6 3.2
H -5.8097 -43.2872 -11.3478 4.0 -1.0 0.2
H -9.8681 -43.5248 -9.7550 3.0 0.7 -1.5
H -7.6160 -43.7339 -8.1248 0.9 -2.3 -0.3
H -6.0763 -44.3531 -8.7225 1.9 0.3 -0.4
H -7.4608 -45.4748 -8.9713 0.1 1.5 -0.1
Cl -10.5049 -45.7286 -8.0257 0.3 -0.1 -0.5
C -10.8668 -50.7123 -4.6832 3.3 -6.1 -3.5
C -10.4361 -52.1995 -4.7859 -0.7 4.0 -2.6
C -9.9532 -52.7297 -6.0413 -2.1 4.8 1.4
C -9.9112 -51.7395 -7.1126 -0.3 -1.7 0.3
C -10.2523 -50.3725 -6.9548 1.7 -6.6 1.5
C -10.5988 -49.9015 -5.7599 -1.2 1.2 2.1
O -10.7749 -48.5916 -5.5479 -0.6 1.9 0.4
O -9.4608 -53.9505 -6.1358 0.8 -4.1 -0.7
H -11.1525 -50.3227 -3.8096 -1.1 1.3 3.3
H -10.5319 -52.7736 -3.9111 -0.1 -0.9 0.9
H -9.7164 -52.1421 -8.1477 -0.1 0.6 1.2
H -10.3901 -49.9946 -7.8337 -0.4 3.5 -4.8
H -10.7877 -47.9910 -6.3160 0.2 -0.7 0.0
H -9.9615 -54.8330 -6.2730 0.4 3.0 0.4
C -12.7565 -50.1060 -9.7910 -0.9 -8.3 -1.0
C -12.8853 -51.6644 -10.1169 -0.4 4.8 3.5
C -12.6590 -52.0761 -11.3552 -0.3 -1.2 -2.6
C -12.4848 -51.1771 -12.4076 1.3 4.8 0.1
C -12.3907 -49.7345 -12.1100 1.4 -0.6 -2.1
C -12.5109 -49.2546 -10.7270 1.2 3.0 -3.5
O -12.4418 -47.8837 -10.4077 -3.7 -2.0 -5.3
O -12.6705 -53.4012 -11.7114 -0.2 -0.8 1.9
H -12.9422 -49.9015 -8.8224 -0.5 1.0 3.0
H -13.2877 -52.2302 -9.2590 0.7 -0.1 -0.8
H -12.2427 -51.5648 -13.4234 -0.4 0.6 0.8
H -11.9792 -48.9535 -13.0166 -1.6 -2.3 2.9
H -11.8836 -47.6008 -9.7789 3.4 0.9 3.8
H -12.6757 -53.5978 -12.6376 0.0 0.5 -0.7
C -8.9047 -42.4808 -4.0058 1.0 0.7 4.4
C -8.0112 -42.5095 -2.7799 -0.7 -2.8 -4.7
C -7.2084 -43.6559 -2.5836 -1.4 0.8 0.6
C -7.4006 -44.7593 -3.4358 -0.8 0.0 -2.1
C -8.3493 -44.7310 -4.5225 1.5 0.9 3.2
C -9.1942 -43.6443 -4.7028 0.4 0.1 -0.8
O -10.2591 -43.7102 -5.5403 -0.5 3.9 3.2
O -6.3920 -43.8954 -1.5050 1.4 1.1 2.4
H -9.4811 -41.5394 -3.9207 -0.1 -0.9 -1.1
H -7.9797 -41.6075 -2.2714 0.3 1.3 1.3
H -6.8151 -45.6888 -3.3732 -0.2 0.7 0.5
H -8.5485 -45.6257 -5.0246 -0.1 -1.2 -0.9
H -10.3474 -44.2665 -6.2492 0.6 -3.0 -2.7
H -6.1856 -43.2213 -0.7275 -1.4 -1.5 -3.2
C -7.9952 -46.5163 -12.3045 1.6 1.0 -3.6
C -7.9513 -46.6113 -13.8654 -2.7 -3.2 4.9
C -8.6084 -47.8126 -14.3640 1.8 3.1 0.8
C -9.0607 -48.8235 -13.5414 0.1 -0.4 0.4
C -9.0593 -48.6704 -12.1912 -1.7 0.4 1.0
C -8.7038 -47.4800 -11.5883 1.9 1.1 -0.8
O -8.7709 -47.5048 -10.2594 0.1 -0.2 2.4
O -8.6884 -47.9066 -15.6968 4.2 3.3 0.2
H -7.2437 -45.7714 -11.8140 -2.0 -1.2 -0.7
H -7.7325 -45.7746 -14.4791 0.6 0.3 -0.5
H -9.4306 -49.7592 -13.9072 -0.2 -0.3 -0.6
H -9.5819 -49.3034 -11.4637 0.4 -0.5 -0.7
H -9.1657 -46.8107 -9.6921 -0.2 0.2 -0.8
H -9.3467 -48.4096 -15.9912 -4.2 -3.4 -1.6
C -12.3755 -41.0598 -7.9052 0.2 -5.4 -0.5
C -12.3737 -42.5411 -8.2740 -1.7 4.2 -2.4
C -13.0427 -43.0983 -9.4503 3.6 0.1 4.0
C -13.7362 -42.2056 -10.1438 -2.4 4.7 -2.4
C -13.7846 -40.7646 -9.8700 1.8 -4.6 1.1
C -13.1671 -40.2923 -8.7196 -1.4 0.4 -0.8
O -13.6992 -39.0972 -8.3220 0.5 -0.5 2.8
O -12.8478 -44.4287 -9.7159 -1.3 0.6 -1.0
H -11.8413 -40.8135 -6.9764 -0.7 0.3 -0.6
H -12.0441 -43.2981 -7.6809 1.6 -1.5 2.1
H -14.4512 -42.3601 -10.9245 0.1 -1.2 -0.8
H -14.2977 -40.1280 -10.5329 -0.9 0.6 -0.4
H -13.5303 -38.4601 -8.9560 0.4 2.2 -1.9
H -11.9613 -44.7374 -9.4773 0.0 0.0 0.7
```
Forces are in eV/Å.

(2)
Density functional theory data (the ωB97M-V functional and the def2-TZVPD basis) for a single C19H14N4O4S molecule in a non-equilibrium geometry.

## Properties
- SMILES string = O=C1CC(=O)N(C(=O)Cc2c[nH]c3ccccc23)C(=S)N1/N=C/c1ccco1
- HOMO (eV) = -7.84
- energy (eV) = -44913.324
- energy relative to the best compared isomer or geometry (same formula, charge and spin) (kJ/mol) = 0.0

```
42
Properties=species:S:1:pos:R:3:forces:R:3
O 3.8338 -1.8511 1.0277 -0.7 0.5 -0.3
C 2.6333 -1.6589 0.9911 2.6 -0.1 -0.5
C 1.7225 -2.6613 1.6497 0.4 1.9 -0.1
C 0.5745 -1.8479 2.1800 -1.8 -2.6 2.8
O 0.1078 -2.1369 3.2810 0.6 0.8 -1.2
N -0.0433 -0.8924 1.3813 3.3 -1.8 -0.4
C -1.0483 -0.1487 1.9493 -3.2 3.0 0.5
O -0.9792 1.0609 1.8722 0.1 -0.8 0.4
C -2.3612 -0.7747 2.4601 0.9 -0.9 -0.2
C -3.4291 -0.7716 1.4157 -0.3 0.3 -1.3
C -3.4457 -0.1350 0.2007 0.5 0.3 0.2
N -4.6379 -0.4171 -0.4698 0.4 0.8 -0.1
C -5.4274 -1.1906 0.3598 -0.4 -1.1 -0.6
C -6.6719 -1.7970 0.1438 -0.5 -0.6 0.2
C -7.1505 -2.7271 1.1079 0.8 1.6 -1.1
C -6.3936 -3.0133 2.2359 1.2 0.4 1.2
C -5.1442 -2.4017 2.4848 -1.3 0.2 -1.9
C -4.6741 -1.5038 1.4985 0.5 -0.1 1.4
C 0.7077 -0.3485 0.3263 -0.8 0.9 -3.2
S -0.0719 0.3305 -0.9833 0.9 -0.3 1.3
N 2.0978 -0.5311 0.3204 -0.7 -0.6 2.3
N 2.8326 0.2591 -0.5341 2.4 1.5 -1.1
C 3.9472 0.8403 -0.1216 -1.6 -1.4 -0.1
C 4.8398 1.5893 -1.0360 -1.5 -1.1 -0.6
C 4.6669 1.6642 -2.4010 0.7 0.8 0.9
C 5.6870 2.5682 -2.8484 0.1 0.1 1.3
C 6.4051 2.9536 -1.7290 -0.6 -0.4 -0.8
O 5.9151 2.3113 -0.5787 -0.3 0.7 -1.9
H 2.3394 -3.1639 2.4203 -0.8 0.5 -0.2
H 1.4195 -3.3871 0.9212 -0.5 -0.4 -0.5
H -2.2106 -1.8249 2.7544 0.1 0.5 0.2
H -2.6926 -0.1932 3.3122 0.2 0.1 0.3
H -2.6328 0.5192 -0.1933 -1.1 -0.7 0.1
H -4.8323 -0.1328 -1.4346 0.0 -0.2 1.0
H -7.2623 -1.5667 -0.7608 0.3 -0.2 0.6
H -8.1297 -3.1500 0.9824 -0.2 -0.2 -0.1
H -6.7776 -3.6606 3.0158 -0.1 -0.2 -0.2
H -4.5410 -2.6346 3.3384 0.1 -0.1 0.4
H 4.2241 0.7373 0.9114 0.4 0.1 0.5
H 3.8670 1.2154 -2.9828 0.3 0.0 0.3
H 5.7956 2.9296 -3.8615 0.3 0.0 0.2
H 7.2243 3.6998 -1.7017 -0.7 -1.0 0.7
```
Forces are in eV/Å.

(3)
Density functional theory data (the ωB97M-V functional and the def2-TZVPD basis) for 7 unconnected molecules or ions with the total composition C26H56NO12P2.

## Properties
- total charge = +1
- HOMO (eV) = -11.27
- energy (eV) = -72504.246

```
97
Properties=species:S:1:pos:R:3:forces:R:3
O -1.2617 -1.0387 2.7800 0.1 0.0 0.0
P 0.0160 -1.7698 2.8848 0.0 -0.1 0.2
O 0.8293 -1.5189 4.2351 -0.1 0.2 -0.1
O -0.0147 -3.3520 2.9631 -0.2 0.4 -0.3
P 1.3534 -1.1259 1.2717 0.2 0.2 0.0
C 0.2099 -0.8796 -0.1740 -0.4 -0.1 -0.1
C -0.8590 -1.9876 -0.4545 0.1 0.3 0.2
C -2.1772 -1.3071 -0.1400 -0.1 0.1 0.3
N -1.9306 0.0375 -0.7528 0.1 -0.2 -0.1
C -0.5715 0.4705 -0.2352 0.2 0.2 -0.3
C -0.7337 1.3862 0.9750 -0.1 0.0 0.0
O -0.5073 2.7020 0.5128 -0.2 0.0 0.0
C -0.3511 3.6779 1.5368 0.0 -0.1 0.0
O 0.9803 4.0318 1.6742 -0.1 0.3 0.1
C 1.7056 3.4926 2.7636 0.1 -0.1 0.1
C 3.0220 2.9478 2.2594 -0.1 -0.1 0.0
O 2.7588 1.9552 1.2652 0.1 -0.1 0.0
H 0.7697 -0.5979 4.5271 0.0 -0.2 0.0
H -0.0431 -3.7654 2.0801 0.3 -0.5 0.2
H 1.7909 -2.4150 0.9035 0.0 -0.1 0.0
H 0.9090 -0.8536 -1.0138 0.0 0.0 0.1
H -0.7194 -2.8748 0.1598 0.0 -0.1 -0.2
H -0.8094 -2.2705 -1.5096 -0.1 -0.2 0.1
H -3.1027 -1.7367 -0.5138 0.2 -0.2 -0.2
H -2.2529 -1.1426 0.9364 -0.1 0.0 -0.1
H -1.8447 -0.0897 -1.7623 -0.2 0.1 0.0
H -2.6683 0.7194 -0.5809 0.1 0.0 0.1
H -0.1573 1.0941 -1.0269 0.2 0.0 0.1
H -0.0516 1.1043 1.7793 0.1 0.1 -0.1
H -1.7572 1.3191 1.3730 0.1 -0.2 0.2
H -0.9116 4.5613 1.2282 0.1 0.0 0.0
H -0.7601 3.2855 2.4785 0.0 0.1 0.0
H 1.8812 4.2736 3.5122 0.0 0.0 -0.1
H 1.1380 2.6864 3.2474 0.0 0.0 -0.1
H 3.5800 2.5238 3.0981 0.0 0.1 0.0
H 3.6237 3.7481 1.8246 0.0 0.0 0.0
H 3.1723 1.1268 1.5294 -0.1 0.1 0.0
C -0.1508 6.9750 -1.0283 0.0 -0.1 0.1
C -1.1028 7.6411 -0.0633 0.1 0.1 0.0
O -1.4619 7.0891 0.9506 0.0 -0.1 0.0
C -1.5713 9.0284 -0.4228 0.0 0.0 0.1
H 0.1261 5.9922 -0.6524 0.0 0.0 0.0
H -0.6170 6.8832 -2.0114 0.0 0.0 0.0
H 0.7469 7.5847 -1.1465 0.0 0.0 0.0
H -2.0838 9.0129 -1.3864 0.0 0.0 0.0
H -0.7153 9.6985 -0.5189 0.0 0.0 0.0
H -2.2443 9.4021 0.3444 0.0 0.0 0.0
C 1.2315 3.8994 -2.7184 -0.1 0.0 0.0
C 1.6410 2.5256 -3.1753 0.0 0.1 0.1
O 1.1484 1.5303 -2.6852 -0.1 -0.2 -0.1
C 2.6920 2.4405 -4.2483 0.0 -0.1 0.0
H 0.4813 3.8179 -1.9349 0.0 0.0 0.0
H 2.1004 4.4358 -2.3329 0.0 0.0 0.0
H 0.8385 4.4729 -3.5604 0.0 0.0 0.0
H 3.6048 2.9347 -3.9117 0.0 0.0 0.0
H 2.3515 2.9618 -5.1446 0.0 0.0 0.0
H 2.9040 1.4012 -4.4856 0.0 0.0 0.0
C -7.0733 -3.3723 -0.3951 0.0 0.1 0.0
C -5.5958 -3.4795 -0.6466 0.1 0.0 0.0
O -4.9468 -2.5268 -1.0342 -0.1 0.0 0.0
C -4.9451 -4.8147 -0.4032 0.1 0.1 0.0
H -7.4203 -2.3646 -0.6079 0.0 0.0 0.0
H -7.6087 -4.0868 -1.0226 0.0 0.0 0.0
H -7.2904 -3.6262 0.6438 0.0 0.0 0.0
H -5.4027 -5.5745 -1.0386 0.0 0.0 0.0
H -5.0882 -5.1174 0.6362 -0.1 0.0 0.0
H -3.8868 -4.7524 -0.6404 0.0 0.0 0.0
C -1.7077 -4.7116 -5.0619 0.0 -0.1 0.0
C -2.5033 -4.1981 -3.8899 0.0 0.0 -0.1
O -2.8941 -4.9315 -3.0113 0.1 0.0 0.1
C -2.7973 -2.7154 -3.8642 0.0 0.0 0.1
H -1.5631 -5.7849 -4.9716 0.0 0.0 0.0
H -2.2301 -4.4894 -5.9940 0.0 0.0 0.0
H -0.7382 -4.2116 -5.1059 0.0 0.0 0.0
H -3.3579 -2.4309 -4.7563 0.0 0.0 0.0
H -1.8589 -2.1539 -3.8839 0.0 0.0 -0.1
H -3.3772 -2.4722 -2.9752 0.0 0.0 0.0
C 7.7953 1.8833 4.3564 0.0 0.1 0.0
C 6.7345 2.3552 3.3949 0.0 0.0 0.0
O 6.1684 3.4140 3.5338 0.0 0.0 0.0
C 6.4067 1.4351 2.2396 -0.1 0.1 0.0
H 7.9412 2.6238 5.1383 0.0 0.0 0.0
H 7.5013 0.9307 4.8011 0.0 0.0 0.0
H 8.7347 1.7191 3.8257 0.0 0.0 0.0
H 6.0580 0.4707 2.6158 0.0 0.0 0.0
H 7.2988 1.2522 1.6387 0.0 0.0 0.0
H 5.6420 1.8938 1.6162 0.0 0.0 0.0
C -0.4078 -6.9805 2.1702 0.0 0.1 0.0
C 0.0587 -6.2912 0.9167 0.0 -0.2 0.1
O 0.6472 -5.2269 0.9619 -0.3 0.3 -0.1
C -0.2175 -6.9815 -0.3885 0.1 0.1 -0.1
H -0.1472 -6.3907 3.0456 0.0 0.0 0.0
H -1.4884 -7.1311 2.1325 0.0 0.0 0.0
H 0.0535 -7.9668 2.2416 0.0 0.0 0.0
H -1.2926 -7.1237 -0.5157 0.0 0.0 0.0
H 0.2451 -7.9697 -0.3894 0.0 0.0 0.0
H 0.1727 -6.3935 -1.2156 0.0 0.0 0.0
```
Forces are in eV/Å.

(4)
Density functional theory data (the ωB97M-V functional and the def2-TZVPD basis) for a molecular structure, C8H5BeN6OS.

## Properties
- total charge = +1
- HOMO (eV) = -11.67
- energy (eV) = -30598.772

```
22
Properties=species:S:1:pos:R:3:forces:R:3
Be 0.6446 0.9739 -0.4492 0.1 0.0 0.0
N 0.0441 0.4407 3.3394 0.0 0.0 0.0
C 0.6394 1.2429 2.4618 0.0 0.0 0.0
N 0.3474 0.8076 1.2491 0.0 0.0 0.0
C -0.4395 -0.2911 1.4696 0.0 0.0 0.0
N -0.6485 -0.5435 2.7291 0.0 0.0 0.0
C -0.8559 -1.0133 0.2681 0.0 0.0 0.0
C -1.6234 -2.1598 0.1903 0.0 0.0 0.0
N -1.8776 -2.7266 -0.9851 0.0 0.0 0.0
C -1.3654 -2.1657 -2.0712 0.0 0.0 0.0
C -0.5913 -1.0103 -2.0111 0.0 0.0 0.0
N -0.3518 -0.4391 -0.8372 0.0 0.0 0.0
H 0.0658 0.4893 4.3478 0.0 0.0 0.0
H 1.2531 2.0907 2.7181 0.0 0.0 0.0
H -2.0304 -2.6237 1.0798 0.0 0.0 0.0
H -1.5686 -2.6414 -3.0217 0.0 0.0 0.0
H -0.1598 -0.5516 -2.8907 0.0 0.0 0.0
S 4.5091 1.5576 -2.2611 0.0 0.0 0.0
C 3.0997 1.3345 -1.6043 0.0 0.0 0.0
N 2.0317 1.1655 -1.1066 0.0 0.0 0.0
O -0.7625 3.5029 -1.5277 0.0 0.0 0.0
C -0.3603 2.5607 -1.0872 0.0 0.0 0.0
```
Forces are in eV/Å.